Record 1
Computed, not measured: 2 unconnected molecules or ions with the total composition C20H42ClN8O9PSi in a non-equilibrium geometry, with ωB97M-V/def2-TZVPD.

The value obtained for the gap between HOMO and LUMO is 3.77 eV. Its total energy is -2992.8850 Eh. The strongest force on any atom is 12.10 eV/Å.

Structure (ORCA input):
```
! wB97M-V def2-TZVPD RIJCOSX def2/J DEFGRID3
* xyz 0 1
C -0.645 2.888 2.950
C -0.238 1.594 1.972
C -1.378 1.485 0.805
N -1.207 0.368 -0.189
C 0.059 -0.429 -0.011
N 0.085 -1.457 0.943
C -1.179 -1.795 1.762
C -2.364 -2.493 0.810
C -3.795 -1.824 1.357
C -4.093 -2.160 2.946
N -4.215 -0.920 3.824
C -5.523 -0.189 3.606
N -6.722 -0.690 4.099
N -5.600 1.158 2.858
P 1.595 -2.424 1.250
O 1.525 -3.261 2.771
O 2.978 -1.323 1.433
N 1.288 -0.154 -0.843
C 1.436 -1.174 -1.992
C 3.027 -1.655 -2.176
O 3.958 -0.630 -1.677
Si 5.610 -1.224 -1.566
C 6.039 -2.664 -2.771
C 6.758 0.337 -1.884
C 6.059 -1.796 0.258
C 1.267 1.179 -1.545
O 1.873 2.295 -0.745
C -0.179 1.640 -2.162
Cl -0.257 1.523 -4.049
O -0.285 3.114 -1.893
C 0.054 3.885 -3.107
N 0.680 4.685 -3.946
C -1.464 0.782 -1.618
O -1.798 -0.334 -2.532
C -3.239 -0.151 -2.905
C -3.650 -1.366 -3.943
H -0.706 3.853 2.290
H 0.293 3.011 3.678
H -1.619 2.649 3.560
H 0.848 1.816 1.601
H -0.171 0.673 2.697
H -1.502 2.560 0.341
H -2.408 1.271 1.371
H -1.661 -0.860 2.273
H -0.978 -2.579 2.612
H -2.410 -3.637 1.053
H -2.221 -2.237 -0.326
H -4.696 -2.225 0.723
H -3.777 -0.634 1.280
H -5.114 -2.758 3.096
H -3.216 -2.806 3.431
H -3.427 -0.252 3.677
H -7.458 0.021 3.806
H -4.584 1.401 2.689
H -5.964 0.899 1.911
H 1.514 -2.643 3.560
H 3.524 -1.749 2.185
H 0.947 -0.815 -2.992
H 0.839 -2.140 -1.656
H 3.267 -1.951 -3.292
H 3.150 -2.635 -1.536
H 5.551 -2.565 -3.833
H 5.786 -3.695 -2.274
H 7.219 -2.642 -2.924
H 7.766 0.268 -1.292
H 6.171 1.268 -1.425
H 6.883 0.578 -3.031
H 7.212 -2.085 0.252
H 5.843 -0.912 1.009
H 5.417 -2.756 0.457
H 1.999 1.068 -2.483
H 2.811 2.445 -1.123
H -2.399 1.510 -1.620
H -3.941 -0.173 -1.957
H -3.376 0.875 -3.481
H -3.841 -0.943 -5.027
H -4.652 -1.924 -3.624
H -2.749 -2.132 -3.964
N -0.158 6.691 1.554
O 0.143 7.836 1.929
O 0.635 5.751 1.730
O -1.252 6.485 1.003
*
```

Atom charges from the Löwdin analysis, given in e for atoms 1 to 2: C -0.10; C -0.22

---

Record 2
Computed, not measured: C5H9N in the gas phase in a non-equilibrium geometry, with ωB97M-V/def2-TZVPD.

The relative energy (zero: lowest compared OMol25 entry of this formula, charge and spin) comes out at 289.5 kJ/mol. The SMILES is C1CC1N1CC1. The value obtained for the gap between HOMO and LUMO is 9.35 eV. Its total energy is -250.5567 Eh. The strongest force on any atom is 1.11 eV/Å.

Structure (ORCA input):
```
! wB97M-V def2-TZVPD RIJCOSX def2/J DEFGRID3
* xyz 0 1
C 1.578 0.765 -0.367
C 0.458 1.729 -0.044
C 0.559 0.434 0.686
N -0.519 -0.455 0.558
C -1.441 -0.843 -0.430
C -0.709 -1.841 0.523
H 1.526 0.242 -1.317
H 2.579 1.015 -0.028
H 0.658 2.642 0.505
H -0.342 1.810 -0.778
H 0.879 0.463 1.724
H -2.410 -0.338 -0.274
H -1.247 -1.025 -1.492
H 0.142 -2.480 0.214
H -1.284 -2.305 1.321
*
```

Atom charges from the natural (NBO) analysis, given in e for atoms 1 to 2: C -0.45; C -0.42

---

Record 3
Computed, not measured: a gas-phase ion, C9H12N3O3 (charge -1) in a non-equilibrium geometry, with ωB97M-V/def2-TZVPD.

The relative energy (zero: lowest compared OMol25 entry of this formula, charge and spin) comes out at 210.7 kJ/mol. The value obtained for the gap between HOMO and LUMO is 6.27 eV. Its total energy is -740.0939 Eh. The strongest force on any atom is 3.79 eV/Å.

Structure (ORCA input):
```
! wB97M-V def2-TZVPD RIJCOSX def2/J DEFGRID3
* xyz -1 1
C -1.094 -0.948 -0.985
C -1.003 0.461 -0.954
C -0.335 -1.779 -0.110
C -2.243 -1.501 -1.848
C 2.222 1.865 0.091
C 0.773 2.265 0.401
C 2.079 0.417 -0.375
C 0.173 0.978 0.952
C -0.629 0.712 2.236
N 0.791 -1.278 0.544
N 1.250 -0.015 0.705
N -2.334 -2.789 -1.509
O -1.278 1.477 -1.510
O -0.446 -3.020 0.145
O -2.873 -0.896 -2.706
H 2.630 2.574 -0.626
H 2.837 1.887 1.009
H 0.784 3.109 1.014
H 0.131 2.713 -0.384
H 1.781 0.235 -1.376
H 2.991 -0.148 -0.442
H -0.187 1.354 3.005
H -0.560 -0.364 2.299
H -1.744 1.050 2.123
H 1.364 -2.076 0.694
H -1.905 -3.054 -0.648
H -3.175 -3.232 -1.745
*
```

Atom charges from the natural (NBO) analysis, given in e for atoms 1 to 2: C -0.59; C 0.65

---

Record 4
Computed, not measured: C12H16Cl2N2O2 in the gas phase, with ωB97M-V/def2-TZVPD.

The SMILES is CN(C)CCNC(=O)COc1ccc(Cl)cc1Cl. The value obtained for the gap between HOMO and LUMO is 8.90 eV. Its total energy is -1647.2422 Eh. The strongest force on any atom is 0.63 eV/Å.

Structure (ORCA input):
```
! wB97M-V def2-TZVPD RIJCOSX def2/J DEFGRID3
* xyz 0 1
C 2.745 1.294 -1.462
N 4.104 1.309 -0.963
C 4.951 0.385 -1.686
C 4.246 1.245 0.472
C 4.006 -0.115 1.162
N 2.643 -0.570 1.026
C 2.310 -1.685 0.363
O 3.097 -2.495 -0.078
C 0.795 -1.891 0.208
O 0.129 -0.670 0.444
C -1.201 -0.576 0.205
C -2.036 -1.624 -0.162
C -3.387 -1.409 -0.380
C -3.917 -0.140 -0.230
Cl -5.598 0.132 -0.501
C -3.107 0.926 0.138
C -1.762 0.701 0.351
Cl -0.731 2.004 0.805
H 2.751 1.687 -2.480
H 2.297 0.291 -1.490
H 2.121 1.942 -0.849
H 4.615 -0.659 -1.618
H 5.967 0.455 -1.301
H 4.958 0.673 -2.737
H 5.270 1.551 0.711
H 3.566 1.986 0.904
H 4.643 -0.887 0.728
H 4.249 -0.012 2.225
H 1.906 0.068 1.290
H 0.477 -2.661 0.924
H 0.610 -2.261 -0.807
H -1.640 -2.620 -0.279
H -4.023 -2.231 -0.665
H -3.517 1.916 0.255
*
```

Atom charges from the natural (NBO) analysis, given in e for atoms 1 to 2: C -0.41; N -0.44